Computed, not measured: C44H42FNO14Si2 as an isolated structure in a non-equilibrium geometry, with ωB97M-V/def2-TZVPD.

Cartesian coordinates (Å):
C 0.139 3.433 3.592
C -0.001 1.911 3.606
C -0.527 1.407 2.217
C -0.067 -0.066 1.975
Si -2.382 1.639 2.151
C -3.375 0.251 2.959
C -4.703 0.732 3.588
C -5.832 0.739 2.565
F -4.587 1.989 4.141
O -2.930 1.799 0.545
Si -3.176 3.417 0.203
N -4.728 3.984 0.840
C -4.561 4.783 1.746
O -4.361 5.462 2.674
H -0.806 3.945 3.407
H 0.839 3.767 2.826
H 0.461 3.758 4.575
H -0.748 1.602 4.341
H 0.975 1.463 3.777
H -0.061 2.042 1.458
H 0.419 -0.440 2.874
H 0.718 -0.062 1.217
H -0.857 -0.729 1.619
H -2.705 2.896 2.852
H -3.684 -0.435 2.168
H -2.838 -0.265 3.754
H -5.008 0.017 4.352
H -6.684 1.241 3.033
H -5.583 1.310 1.671
H -6.164 -0.273 2.345
H -2.065 4.216 0.753
H -3.247 3.494 -1.263
C -0.593 3.621 8.823
C -0.205 4.123 9.992
C 1.198 4.550 10.218
O 1.554 5.005 11.283
C 2.150 4.397 9.090
C 1.761 3.896 7.921
C 0.359 3.469 7.696
O 0.003 3.014 6.629
H -1.612 3.304 8.638
H -0.884 4.242 10.826
H 3.168 4.715 9.274
H 2.441 3.776 7.087
C 2.546 -4.319 0.172
C 2.304 -3.143 0.744
C 2.771 -1.878 0.127
O 2.550 -0.805 0.653
C 3.516 -1.973 -1.150
C 3.760 -3.148 -1.726
C 3.292 -4.415 -1.107
O 3.509 -5.488 -1.627
H 2.213 -5.253 0.607
H 1.760 -3.052 1.675
H 3.847 -1.036 -1.582
H 4.306 -3.233 -2.666
C 4.101 -0.950 -5.077
C 4.352 0.166 -5.755
C 5.549 0.283 -6.626
O 5.778 1.301 -7.242
C 6.452 -0.891 -6.711
C 6.199 -2.006 -6.032
C 5.006 -2.122 -5.165
O 4.773 -3.143 -4.545
H 3.233 -1.057 -4.436
H 3.704 1.032 -5.706
H 7.319 -0.790 -7.350
H 6.846 -2.869 -6.082
C -10.183 3.024 -0.964
C -9.242 2.143 -1.293
C -7.920 2.145 -0.619
O -7.059 1.343 -0.919
C -7.688 3.162 0.434
C -8.629 4.043 0.763
C -9.951 4.043 0.091
O -10.812 4.843 0.390
H -11.153 3.040 -1.443
H -9.392 1.392 -2.058
H -6.717 3.143 0.911
H -8.479 4.794 1.528
C 9.501 -6.208 -7.459
C 8.858 -5.074 -7.198
C 9.481 -3.756 -7.470
O 8.896 -2.719 -7.230
C 10.847 -3.750 -8.046
C 11.492 -4.884 -8.308
C 10.869 -6.203 -8.036
O 11.454 -7.236 -8.275
H 9.064 -7.180 -7.267
H 7.860 -5.060 -6.778
H 11.283 -2.778 -8.237
H 12.489 -4.899 -8.727
C -4.375 -1.659 -1.165
C -3.115 -1.778 -0.751
C -2.457 -3.103 -0.654
O -1.309 -3.210 -0.274
C -3.254 -4.293 -1.038
C -4.513 -4.177 -1.453
C -5.173 -2.850 -1.550
O -6.319 -2.747 -1.928
H -4.873 -0.699 -1.241
H -2.517 -0.920 -0.467
H -2.755 -5.251 -0.962
H -5.110 -5.034 -1.737

Summary:
HOMO-LUMO gap: 7.966 eV

---

Computed, not measured: C44H42IrN9O3PS2 as an isolated structure, with ωB97M-V/def2-TZVPD.

Cartesian coordinates (Å):
Ir -0.992 -0.919 -0.091
S -6.460 3.989 1.290
N -6.422 2.388 1.442
C -5.234 1.992 1.014
C -4.768 0.620 0.953
C -5.545 -0.478 1.331
C -5.010 -1.735 1.200
C -3.714 -1.885 0.709
N -2.957 -0.846 0.368
C -3.477 0.402 0.485
C -2.617 1.502 0.088
N -1.362 1.167 -0.306
C -0.549 2.128 -0.739
C -0.946 3.475 -0.781
C -2.201 3.815 -0.350
C -3.069 2.812 0.096
C -4.411 3.060 0.582
N -4.989 4.246 0.687
H -6.545 -0.317 1.712
H -5.570 -2.618 1.473
H -3.268 -2.861 0.591
H 0.892 0.706 -0.997
H -0.261 4.235 -1.127
H -2.532 4.846 -0.349
C 0.960 -5.097 3.740
C -0.223 -5.656 2.965
N -0.314 -5.129 1.594
C 0.077 -6.023 0.502
C 1.582 -6.076 0.287
C -0.754 -3.889 1.407
S -0.812 -3.245 -0.234
N -1.276 -3.257 2.453
C -1.249 -1.953 2.654
O -0.455 -1.146 2.083
C -2.247 -1.402 3.613
C -3.094 -2.236 4.340
C -4.078 -1.690 5.149
C -4.225 -0.311 5.231
C -3.378 0.524 4.513
C -2.389 -0.020 3.710
H 0.976 -5.522 4.744
H 0.881 -4.014 3.835
H 1.905 -5.343 3.255
H -1.154 -5.418 3.479
H -0.149 -6.739 2.878
H -0.436 -5.713 -0.405
H -0.303 -7.013 0.756
H 1.986 -5.074 0.148
H 1.812 -6.676 -0.594
H 2.088 -6.533 1.138
H -2.973 -3.308 4.265
H -4.729 -2.338 5.720
H -4.992 0.113 5.865
H -3.484 1.599 4.592
H -1.711 0.614 3.152
C 2.676 -2.240 1.238
O 2.700 -2.444 -0.199
C 1.855 -1.734 -0.903
O 1.156 -0.832 -0.393
N 1.905 -2.003 -2.210
N 0.993 -1.387 -3.067
H 3.293 -3.036 1.640
H 1.653 -2.291 1.604
H 3.105 -1.267 1.471
H 2.408 -2.831 -2.497
H 0.250 -2.038 -3.304
H 1.476 -1.105 -3.911
N 0.707 1.705 -1.144
P 1.874 2.541 -1.973
C 2.758 3.652 -0.898
C 3.915 4.270 -1.382
C 4.629 5.123 -0.560
C 4.200 5.351 0.743
C 3.065 4.721 1.231
C 2.339 3.867 0.413
C 3.003 1.274 -2.526
C 3.070 0.890 -3.863
C 3.947 -0.116 -4.240
C 4.746 -0.734 -3.287
C 4.684 -0.346 -1.954
C 3.819 0.663 -1.570
C 1.106 3.380 -3.342
C 0.145 2.680 -4.078
C -0.470 3.295 -5.155
C -0.134 4.601 -5.492
C 0.810 5.299 -4.753
C 1.432 4.694 -3.671
H 4.265 4.074 -2.389
H 5.525 5.604 -0.929
H 4.763 6.015 1.384
H 2.746 4.888 2.251
H 1.466 3.361 0.804
H 2.459 1.383 -4.609
H 4.020 -0.406 -5.280
H 5.437 -1.511 -3.589
H 5.324 -0.818 -1.220
H 3.785 0.987 -0.535
H -0.124 1.666 -3.804
H -1.214 2.760 -5.729
H -0.618 5.080 -6.333
H 1.061 6.318 -5.015
H 2.156 5.247 -3.088

Summary:
HOMO-LUMO gap (alpha / beta): 7.141 / 7.150 eV
net charge: +2
multiplicity: 2

---

Computed, not measured: C44H42N5O4PSSe2Ti as an isolated structure, with ωB97M-V/def2-TZVPD.

Cartesian coordinates (Å):
Ti 0.838 -0.849 1.025
N -3.026 3.616 4.530
C -3.028 2.407 3.808
C -2.262 2.280 2.652
C -2.220 1.080 1.970
C -2.937 -0.010 2.442
C -3.701 0.104 3.590
C -3.751 1.312 4.271
S -2.930 -1.540 1.546
O -3.567 -2.508 2.410
O -3.574 -1.255 0.283
N -1.365 -1.822 1.330
C -0.827 -3.053 1.521
N -1.486 -4.208 1.348
C -0.781 -5.310 1.575
C 0.560 -5.316 1.925
C 1.179 -4.076 1.990
N 0.493 -2.964 1.809
H -2.749 4.409 3.971
H -3.892 3.797 5.013
H -1.676 3.119 2.290
H -1.598 0.986 1.090
H -4.243 -0.763 3.943
H -4.336 1.401 5.181
H -1.320 -6.245 1.444
H 1.106 -6.235 2.080
H 2.240 -3.940 2.175
C -0.127 0.324 5.132
C 0.317 1.645 5.223
C 0.831 2.244 4.094
C 0.892 1.546 2.884
N 0.485 0.251 2.812
C -0.010 -0.323 3.926
C 1.343 2.123 1.614
C 1.649 3.487 1.490
C 2.081 4.002 0.283
C 2.223 3.144 -0.812
C 1.898 1.804 -0.679
C 1.426 1.229 0.518
H -0.554 -0.193 5.981
H 0.249 2.192 6.155
H 1.184 3.265 4.137
H -0.328 -1.353 3.814
H 1.549 4.160 2.336
H 2.316 5.057 0.191
H 2.570 3.531 -1.765
H 1.997 1.177 -1.561
O 4.361 -4.199 -1.307
C 4.579 -3.275 -0.243
C 4.541 -1.811 -0.690
C 5.824 -1.567 -1.502
O 5.951 -0.255 -2.053
C 3.355 -1.561 -1.639
Se 1.616 -2.361 -1.161
C 4.549 -0.863 0.523
Se 3.339 -1.193 2.046
H 3.408 -4.133 -1.489
H 5.563 -3.504 0.182
H 3.835 -3.406 0.542
H 5.871 -2.314 -2.305
H 6.694 -1.707 -0.854
H 5.064 0.047 -2.277
H 3.603 -1.967 -2.622
H 3.196 -0.485 -1.749
H 4.353 0.154 0.179
H 5.554 -0.865 0.954
C 1.454 1.581 -5.442
C 0.667 2.508 -4.777
C -0.095 2.125 -3.679
C -0.085 0.809 -3.227
C 0.703 -0.122 -3.912
C 1.465 0.262 -5.004
P -0.979 0.192 -1.732
C -2.113 1.595 -1.378
C -1.557 2.791 -0.907
C -2.368 3.837 -0.497
C -3.750 3.698 -0.511
C -4.310 2.502 -0.934
C -3.500 1.460 -1.367
C -2.065 -1.008 -2.601
C -2.754 -0.697 -3.773
C -3.532 -1.651 -4.407
C -3.621 -2.935 -3.879
C -2.931 -3.256 -2.721
C -2.155 -2.295 -2.085
H 2.058 1.882 -6.289
H 0.647 3.541 -5.106
H -0.699 2.870 -3.174
H 0.743 -1.144 -3.553
H 2.081 -0.475 -5.507
H -0.479 2.892 -0.831
H -1.913 4.754 -0.139
H -4.385 4.508 -0.169
H -5.385 2.367 -0.913
H -3.950 0.519 -1.652
H -2.672 0.301 -4.190
H -4.066 -1.397 -5.316
H -4.229 -3.683 -4.375
H -2.997 -4.250 -2.299
H -1.620 -2.541 -1.176

Summary:
HOMO-LUMO gap (alpha / beta): 4.129 / 5.637 eV
net charge: -2
multiplicity: 3

---

Computed, not measured: C44H42NO2S4SbTi as an isolated structure in a non-equilibrium geometry, with ωB97M-V/def2-TZVPD.

Cartesian coordinates (Å):
Ti 0.788 0.343 -1.750
C 2.969 2.356 -0.203
C 3.709 1.305 -1.017
S 3.058 -0.346 -0.581
C 3.876 -1.433 -1.789
C 3.460 -1.187 -3.226
S 1.648 -1.154 -3.463
C 2.119 2.251 -4.083
C 1.762 3.313 -3.371
S 1.151 2.303 -0.378
H 3.186 2.242 0.859
H 3.279 3.355 -0.512
H 3.559 1.472 -2.083
H 4.776 1.323 -0.786
H 4.955 -1.338 -1.651
H 3.559 -2.426 -1.466
H 3.878 -0.254 -3.609
H 3.831 -2.004 -3.847
H 3.147 2.088 -4.390
H 1.390 1.546 -4.463
H 2.477 4.051 -3.020
H 0.725 3.510 -3.125
C 2.141 0.376 7.213
C 1.706 -0.814 6.642
C 1.414 -0.871 5.289
C 1.564 0.256 4.489
C 1.974 1.450 5.071
C 2.258 1.513 6.430
Sb 1.190 0.144 2.351
C 2.158 -1.780 2.233
C 3.334 -1.991 2.946
C 3.990 -3.209 2.863
C 3.479 -4.228 2.070
C 2.320 -4.013 1.340
C 1.670 -2.787 1.412
C -0.843 -0.417 2.791
C -1.228 -1.731 3.017
C -2.526 -2.015 3.423
C -3.445 -0.990 3.584
C -3.065 0.323 3.352
C -1.767 0.608 2.961
H 2.391 0.413 8.265
H 1.602 -1.703 7.251
H 1.083 -1.805 4.850
H 2.082 2.336 4.456
H 2.580 2.447 6.872
H 3.734 -1.209 3.581
H 4.900 -3.370 3.428
H 3.988 -5.182 2.020
H 1.913 -4.795 0.713
H 0.777 -2.619 0.828
H -0.524 -2.543 2.882
H -2.821 -3.042 3.602
H -4.459 -1.210 3.894
H -3.783 1.125 3.471
H -1.475 1.637 2.777
O -3.633 6.898 -4.761
C -2.564 6.275 -5.307
O -1.950 6.811 -6.188
C -2.224 4.929 -4.770
C -2.621 4.475 -3.514
C -2.241 3.222 -3.067
C -1.468 2.380 -3.866
S -1.046 0.744 -3.364
C -1.082 2.834 -5.132
C -1.441 4.094 -5.566
H -4.076 6.334 -4.119
H -3.199 5.105 -2.844
H -2.542 2.882 -2.092
H -0.487 2.190 -5.766
H -1.125 4.462 -6.533
N -0.177 -0.798 -0.791
C -1.344 -1.325 -0.687
C -1.456 -2.803 -0.654
C -0.481 -3.559 -1.311
C -0.473 -4.939 -1.205
C -1.433 -5.581 -0.433
C -2.427 -4.841 0.190
C -2.445 -3.460 0.079
C -2.558 -0.479 -0.588
C -3.789 -0.914 -1.078
C -4.890 -0.075 -1.059
C -4.798 1.189 -0.499
C -3.577 1.628 -0.003
C -2.461 0.818 -0.086
H 0.260 -3.043 -1.913
H 0.280 -5.518 -1.724
H -1.407 -6.656 -0.311
H -3.191 -5.345 0.768
H -3.206 -2.883 0.584
H -3.867 -1.902 -1.511
H -5.823 -0.408 -1.493
H -5.661 1.843 -0.477
H -3.491 2.614 0.438
H -1.498 1.183 0.241

Summary:
HOMO-LUMO gap (alpha / beta): 6.389 / 3.966 eV
multiplicity: 3